i.
The following is a quantum chemistry calculation of one molecule with the formula C21H30ClN3O2, from OMol25.

The net charge is 0. As for the HOMO energy: -0.318 Ha. The gap between HOMO and LUMO is 9.190 eV. As for the LUMO energy: 0.531 eV. The structure (SMILES) is Cc1ccc(CC(=O)NCC(C)(C)NC(=O)[C@H]2CCN3CC[C@H]2C3)c(Cl)c1. As for the spin multiplicity: 1.

```
57
C21H30ClN3O2 (ωB97M-V/def2-TZVPD)
C -2.870 -2.722 -0.718
C -1.950 -2.572 0.464
C -0.865 -3.428 0.640
C -0.014 -3.279 1.720
C -0.200 -2.278 2.676
C 0.820 -2.045 3.755
C 1.848 -0.961 3.426
O 2.619 -0.543 4.273
N 1.836 -0.554 2.141
C 2.691 0.487 1.629
C 2.008 1.860 1.455
C 1.241 2.233 2.725
C 3.097 2.895 1.159
N 1.076 1.894 0.307
C 0.333 0.909 -0.248
O 0.375 -0.263 0.102
C -0.603 1.380 -1.369
C 0.131 1.987 -2.586
C 0.590 0.913 -3.586
N -0.428 -0.108 -3.874
C -1.713 0.504 -4.254
C -2.496 0.765 -2.933
C -1.546 0.253 -1.835
C -0.755 -0.800 -2.623
C -1.295 -1.437 2.485
Cl -1.570 -0.110 3.584
C -2.159 -1.577 1.410
H -2.301 -2.859 -1.638
H -3.519 -3.591 -0.601
H -3.506 -1.845 -0.836
H -0.674 -4.207 -0.088
H 0.837 -3.941 1.827
H 0.361 -1.759 4.700
H 1.388 -2.960 3.937
H 1.123 -0.878 1.502
H 3.496 0.624 2.354
H 3.131 0.174 0.679
H 1.897 2.170 3.594
H 0.851 3.249 2.648
H 0.404 1.551 2.883
H 3.774 2.983 2.009
H 3.675 2.610 0.279
H 2.657 3.879 0.983
H 0.910 2.818 -0.057
H -1.214 2.173 -0.925
H -0.553 2.673 -3.088
H 0.991 2.581 -2.272
H 0.882 1.393 -4.522
H 1.473 0.392 -3.206
H -1.537 1.414 -4.830
H -2.262 -0.187 -4.893
H -2.762 1.815 -2.803
H -3.423 0.191 -2.923
H -2.073 -0.168 -0.977
H -1.387 -1.664 -2.844
H 0.143 -1.148 -2.119
H -2.984 -0.885 1.303
```


ii.
The following is a quantum chemistry calculation of one molecule with the formula C21H30ClN3O2, from OMol25.

The net charge is 0. As for the HOMO energy: -0.311 Ha. The gap between HOMO and LUMO is 8.990 eV. As for the LUMO energy: 0.528 eV. The structure (SMILES) is Cc1ccc(CC(=O)NCC(C)(C)NC(=O)[C@H]2CCN3CC[C@H]2C3)c(Cl)c1. As for the spin multiplicity: 1.

```
57
C21H30ClN3O2 (ωB97M-V/def2-TZVPD)
C -1.068 4.694 -0.338
C -1.181 3.574 0.660
C -2.363 2.860 0.821
C -2.448 1.821 1.733
C -1.365 1.451 2.526
C -1.487 0.284 3.470
C -1.107 -1.007 2.744
O -1.868 -1.535 1.957
N 0.132 -1.484 3.034
C 0.684 -2.674 2.421
C 1.624 -2.370 1.243
C 2.772 -1.466 1.691
C 2.198 -3.674 0.700
N 0.877 -1.615 0.240
C 0.016 -2.133 -0.675
O -0.159 -3.330 -0.826
C -0.726 -1.138 -1.559
C -0.644 0.347 -1.177
C 0.616 1.047 -1.710
N 0.958 0.688 -3.090
C -0.189 0.900 -3.991
C -1.037 -0.404 -3.966
C -0.261 -1.329 -3.014
C 1.157 -0.766 -3.159
C -0.194 2.185 2.361
Cl 1.209 1.842 3.348
C -0.092 3.221 1.449
H -2.051 5.032 -0.659
H -0.532 5.545 0.082
H -0.520 4.369 -1.226
H -3.229 3.118 0.225
H -3.370 1.262 1.831
H -0.883 0.433 4.363
H -2.529 0.172 3.765
H 0.698 -0.955 3.675
H 1.221 -3.250 3.177
H -0.151 -3.271 2.054
H 3.320 -1.929 2.513
H 3.465 -1.306 0.864
H 2.410 -0.492 2.027
H 2.891 -4.084 1.437
H 1.420 -4.401 0.485
H 2.749 -3.485 -0.222
H 0.871 -0.616 0.362
H -1.768 -1.460 -1.491
H -1.518 0.845 -1.603
H -0.739 0.480 -0.096
H 0.480 2.129 -1.659
H 1.494 0.817 -1.099
H -0.750 1.780 -3.673
H 0.186 1.095 -4.996
H -2.062 -0.234 -3.632
H -1.087 -0.846 -4.962
H -0.344 -2.381 -3.282
H 1.580 -1.023 -4.133
H 1.851 -1.096 -2.385
H 0.842 3.763 1.366
```


Each structure's energy above the most stable one, in kcal/mol: i 3.6; ii 0.0.